No. 1
Entry from OMol25: a structure of composition C6H14AuCl2N2O4S (wB97M-V/def2-TZVPD).

XYZ file:
```
30
Properties=species:S:1:pos:R:3:nbo_charge:R:1
Au -2.8693 -0.4275 1.0202 1.082
O -0.6526 -2.8078 2.4716 -0.785
Cl -1.4296 -1.8883 3.2143 2.538
O -1.5856 -2.2163 4.5664 -0.733
O -2.8254 -1.8288 2.6067 -0.910
O -0.9131 -0.5317 3.0291 -0.891
Cl -4.7356 1.2130 0.3641 0.104
C -3.2680 0.8107 -0.5045 -0.548
H -2.5815 1.6505 -0.5165 0.236
H -3.4180 0.3234 -1.4573 0.247
C 1.3246 1.0293 -3.0686 -0.621
C 1.6318 -0.3353 -2.4769 -0.226
N 0.4513 -0.9154 -1.8188 -0.550
C -0.0491 -0.7444 -0.6019 0.394
S -1.5727 -1.6389 -0.3805 -0.035
N 0.4992 -0.1061 0.4026 -0.578
C 1.7925 0.5913 0.4884 -0.223
C 1.9137 1.2358 1.8563 -0.623
H 2.2035 1.4118 -3.5838 0.244
H 1.0482 1.7446 -2.2941 0.205
H 0.5101 0.9731 -3.7899 0.222
H 2.4574 -0.2962 -1.7760 0.219
H 1.9153 -1.0458 -3.2525 0.232
H -0.1865 -1.3804 -2.4511 0.424
H 0.0402 -0.2403 1.3103 0.461
H 1.8463 1.3478 -0.2952 0.207
H 2.5961 -0.1317 0.3388 0.212
H 1.1369 1.9827 2.0104 0.220
H 2.8805 1.7275 1.9399 0.243
H 1.8395 0.4934 2.6486 0.234
```

The net charge is +1. The calculation puts the energy relative to the best compared isomer or geometry (same formula, charge and spin) at 18.2 kcal per mole. Its HOMO energy is -0.498 Ha. Its orbital gap is 0.288 hartree.

No. 2
Entry from OMol25: a cluster of 2 separate species, C6H11N3O3S in total at a distorted geometry (wB97M-V/def2-TZVPD).

XYZ file:
```
24
Properties=species:S:1:pos:R:3:nbo_charge:R:1
C -1.7726 -1.1038 2.1612 0.167
C -1.9154 -1.5948 0.0875 0.222
C 2.0569 -1.3114 0.5552 -0.665
C -0.0177 2.6993 -0.8012 -0.856
C 1.5133 -0.1267 -0.1335 0.072
C 0.0123 -0.4245 -0.7917 -0.211
N -2.5165 -1.8161 1.2481 -0.473
N -0.7020 -0.5053 1.5911 -0.342
N -0.7998 -0.8839 0.2867 -0.293
O -0.1619 1.0239 -2.9217 -0.941
O -2.0956 1.2410 -1.3651 -0.935
O 1.3160 1.0289 0.6623 -0.765
S -0.6985 1.1642 -1.5968 2.117
H -2.0668 -1.0579 3.1716 0.211
H -2.1837 -1.9586 -0.9452 0.229
H 2.9988 -1.6293 0.1140 0.234
H 1.3898 -2.2471 0.4668 0.222
H 2.1507 -1.0578 1.6635 0.247
H -0.6061 3.5667 -0.9865 0.247
H 0.3570 2.5802 0.2111 0.282
H 0.9768 2.8853 -1.3308 0.239
H 2.0888 0.3206 -0.9626 0.211
H -0.0218 -1.6420 -1.8311 0.268
H 0.6982 0.8490 1.4472 0.511
```

The calculation puts the energy relative to the best compared isomer or geometry (same formula, charge and spin) at 42.6 kcal per mole. Its HOMO energy is -0.369 Ha. Its orbital gap is 0.363 hartree.

No. 3
Entry from OMol25: a structure of composition C30H34F3N3OSbY at a distorted geometry (wB97M-V/def2-TZVPD).

XYZ file:
```
73
Properties=species:S:1:pos:R:3:mulliken_charge:R:1
Y 0.1067 0.2473 -0.3801 0.523
C -1.5118 -1.4368 1.7417 -0.376
C -0.2936 -2.1135 1.7556 -0.430
C 0.8342 -1.5093 2.3083 -0.574
C 0.7379 -0.2347 2.8570 -0.294
C -0.4807 0.4410 2.8495 -0.509
C -1.6061 -0.1586 2.2921 -0.626
H -2.4048 -1.9339 1.3839 0.453
H -0.2412 -3.1419 1.4189 0.577
H 1.7664 -2.0572 2.3709 0.560
H 1.5936 0.2144 3.3442 0.575
H -0.5614 1.4090 3.3287 0.477
H -2.5661 0.3362 2.3422 0.413
N 2.2282 -1.1976 -0.9894 -0.310
C 2.3254 -1.5524 -2.4370 -0.575
C 1.3247 -2.6281 -2.8449 -0.773
C -0.1306 -2.1846 -2.9282 -0.542
N -0.7171 -1.9383 -1.5801 -0.465
H 3.0494 -0.6346 -0.7644 0.039
H 2.3473 -2.0580 -0.4613 0.248
H 3.3293 -1.9149 -2.6620 0.492
H 2.1600 -0.6452 -3.0200 0.328
H 1.4150 -3.4886 -2.1715 0.301
H 1.6150 -2.9817 -3.8347 0.362
H -0.6995 -2.9547 -3.4515 0.475
H -0.2037 -1.2646 -3.5091 0.226
H -0.6197 -2.8024 -1.0543 0.249
H -1.7218 -1.8179 -1.6920 0.260
N -3.7134 2.1855 -1.6528 -0.359
C -2.5050 1.6592 -1.5257 0.741
O -2.1734 1.0581 -0.4725 -0.460
C -1.5671 1.7777 -2.7079 -1.076
C -0.0921 1.4736 -2.3756 -0.973
H -4.3849 2.1095 -0.9046 0.263
H -3.9851 2.6831 -2.4843 0.224
H -1.6861 2.7748 -3.1399 0.487
H -1.9451 1.0716 -3.4541 0.393
H 0.4491 2.4212 -2.2750 0.583
H 0.3574 0.9776 -3.2412 0.487
F 3.7219 4.0557 6.5495 -0.306
C 3.3775 3.7155 5.3107 0.188
C 3.8359 2.5146 4.7954 -0.744
C 3.4735 2.1650 3.5051 -0.475
C 2.6731 3.0136 2.7454 0.602
C 2.2225 4.2143 3.2841 -0.466
C 2.5786 4.5725 4.5750 -0.675
Sb 2.0784 2.4619 0.7691 1.752
C 3.9878 2.0757 -0.1237 0.722
C 4.4981 2.8188 -1.1833 -0.621
C 5.7486 2.5249 -1.7063 -0.658
C 6.4739 1.4790 -1.1645 0.184
F 7.6765 1.1979 -1.6596 -0.309
C 5.9824 0.7062 -0.1265 -0.665
C 4.7303 1.0088 0.3847 -0.819
C 1.5681 4.3710 -0.0193 -0.373
C 2.4692 5.4340 -0.0173 -0.106
C 2.0940 6.6660 -0.5271 -0.757
C 0.8089 6.8226 -1.0183 0.220
F 0.4423 8.0047 -1.5040 -0.312
C -0.1137 5.7914 -1.0084 -0.521
C 0.2750 4.5629 -0.5008 -0.623
H 4.4672 1.8766 5.3991 0.489
H 3.8535 1.2385 3.0902 0.218
H 1.6054 4.8836 2.6974 0.465
H 2.2474 5.5043 5.0133 0.481
H 3.9229 3.6230 -1.6209 0.492
H 6.1648 3.0958 -2.5256 0.486
H 6.5797 -0.1034 0.2715 0.502
H 4.3397 0.4129 1.2050 0.334
H 3.4616 5.3131 0.3987 0.594
H 2.7788 7.5033 -0.5432 0.470
H -1.1125 5.9626 -1.3873 0.487
H -0.4429 3.7498 -0.4684 0.350
```

The net charge is +2. The calculation puts the energy relative to the best compared isomer or geometry (same formula, charge and spin) at 7.0 kcal per mole. Its HOMO energy is -0.508 Ha. Its orbital gap is 0.297 hartree.

No. 4
Entry from OMol25: a structure of composition C3H3KMgO3 at a distorted geometry (wB97M-V/def2-TZVPD).

XYZ file:
```
11
Properties=species:S:1:pos:R:3:nbo_charge:R:1
O -0.7332 -0.7269 -0.1375 -0.483
C 0.2667 -0.5298 0.9537 -0.507
C 0.8809 0.7751 0.6190 -0.111
O 0.2908 1.0933 -0.7790 -0.469
C -0.6781 0.2559 -0.9849 1.015
O -1.5646 0.4839 -1.8192 -0.906
Mg -2.8949 -0.4939 -2.8861 0.986
H -0.3335 -0.4806 1.8762 0.170
H 1.9539 0.9495 0.4632 0.179
H 0.6512 1.5590 1.3469 0.182
K 2.1609 -2.8856 1.3476 0.943
```

The net charge is +1. As for the expectation value of S²: 0.750. Its spin multiplicity is 2. The calculation puts the energy relative to the best compared isomer or geometry (same formula, charge and spin) at 0.0 kcal per mole. Its HOMO energy (alpha / beta) is -0.369 / -0.369 Ha. Its orbital gap (alpha / beta) is 0.245 / 0.224 hartree.

No. 5
Entry from OMol25: a structure of composition C5H6N2 (wB97M-V/def2-TZVPD).

XYZ file:
```
13
Properties=species:S:1:pos:R:3:nbo_charge:R:1
C 1.3522 0.3484 0.5030 -0.222
C 0.9928 -0.3924 -0.8093 -0.487
C -0.3040 0.3537 -0.6741 0.562
N -1.5123 0.4621 -1.3064 -0.602
C -1.9521 -0.0682 -0.1332 0.087
C -1.0357 0.0996 0.9108 -0.276
N 0.0423 1.0868 0.4865 -0.398
H 2.1765 1.0583 0.4162 0.211
H 1.4932 -0.2798 1.3857 0.200
H 1.5483 -0.0309 -1.6800 0.245
H 0.9474 -1.4828 -0.8305 0.243
H -2.8570 -0.6744 -0.0627 0.211
H -0.8867 -0.4937 1.8024 0.226
```

The calculation puts the energy relative to the best compared isomer or geometry (same formula, charge and spin) at 119.6 kcal per mole. Its HOMO energy is -0.275 Ha. Its orbital gap is 0.309 hartree.

No. 6
Entry from OMol25: a structure of composition C39H41BF4N13O3PZr at a distorted geometry (wB97M-V/def2-TZVPD).

XYZ file:
```
103
Properties=species:S:1:pos:R:3:nbo_charge:R:1
Zr 0.3229 -0.2580 -0.0999 2.142
C -3.8191 -1.9314 3.6874 -0.409
N -2.5107 -1.4203 3.3427 -0.425
C -1.8806 -0.6745 4.4136 -0.426
C -2.0955 -1.2085 2.0536 0.645
N -1.1432 -0.4095 1.7144 -0.811
N -2.7638 -1.9256 1.0672 -0.627
C -2.7911 -1.5762 -0.2705 0.670
N -3.7083 -2.2841 -1.0121 -0.801
N -2.0967 -0.5941 -0.7088 -0.820
H -3.7267 -2.8423 4.2858 0.205
H -4.4096 -2.1439 2.8014 0.208
H -4.3570 -1.1809 4.2736 0.208
H -2.0784 -1.1925 5.3507 0.215
H -2.2780 0.3457 4.4778 0.203
H -0.8012 -0.6331 4.2723 0.229
H -0.7929 0.1589 2.4828 0.404
H -3.2106 -2.7969 1.3085 0.412
H -3.8547 -3.2553 -0.7799 0.393
H -3.6219 -2.1537 -2.0110 0.412
H -2.2286 -0.4442 -1.7083 0.392
O -1.0402 1.5087 -3.3675 -0.611
C -0.8527 1.5882 -2.1694 0.801
O 0.1667 1.1324 -1.5362 -0.835
C -1.8948 2.3170 -1.2822 -0.833
P -1.2887 2.2228 0.4630 0.961
C -2.8551 2.7749 1.2849 -0.229
C -3.7911 1.7764 1.5499 -0.255
C -4.9790 2.0642 2.1964 -0.207
C -5.2474 3.3639 2.5967 -0.213
C -4.3252 4.3644 2.3427 -0.207
C -3.1371 4.0739 1.6936 -0.226
C -0.3033 3.7654 0.5868 -0.359
C -0.0051 4.2430 1.8632 -0.207
C 0.8120 5.3421 2.0347 -0.206
C 1.3271 5.9971 0.9265 -0.204
C 1.0641 5.5144 -0.3428 -0.222
C 0.2658 4.3950 -0.5142 -0.142
H -2.8619 1.8121 -1.3483 0.257
H -2.0396 3.3453 -1.6247 0.255
H -3.5705 0.7650 1.2362 0.209
H -5.6997 1.2790 2.3812 0.208
H -6.1778 3.5949 3.0934 0.214
H -4.5330 5.3836 2.6385 0.216
H -2.4254 4.8642 1.5083 0.228
H -0.4086 3.7297 2.7268 0.212
H 1.0473 5.6803 3.0325 0.216
H 1.9449 6.8711 1.0602 0.214
H 1.4834 6.0107 -1.2074 0.215
H 0.1144 3.9990 -1.5070 0.207
C 4.8352 -3.0080 -2.8914 -0.231
N 3.7782 -2.5622 -2.0302 -0.159
C 3.0735 -1.4235 -2.0051 0.245
N 2.2957 -1.4026 -0.9344 -0.583
C 2.5826 -2.5842 -0.3223 0.204
N 3.4726 -3.2907 -0.9575 -0.277
C 6.1909 -2.6381 -2.3283 -0.034
C 7.3070 -2.6081 -3.1572 -0.197
C 8.5492 -2.2675 -2.6384 -0.205
C 8.6962 -1.9392 -1.3051 -0.183
C 7.5763 -1.9690 -0.4687 -0.028
C 6.3357 -2.3361 -0.9891 -0.211
C 7.6669 -1.6045 0.9178 0.415
N 8.7393 -1.2773 1.5852 -0.272
N 8.3621 -0.9840 2.8293 -0.292
C 7.0636 -1.1322 2.8982 0.451
O 6.5564 -1.5394 1.7059 -0.405
C 6.2417 -0.8614 4.0496 -0.058
C 6.8677 -0.3810 5.2039 -0.181
C 6.1070 -0.0745 6.3102 -0.217
C 4.7262 -0.2098 6.2751 -0.191
C 4.0934 -0.6901 5.1376 -0.014
C 2.5807 -0.7644 5.0970 -0.226
N 2.1144 -0.5940 3.7478 -0.173
C 1.4358 -1.4435 2.9731 0.159
N 1.4099 -1.0598 1.6996 -0.784
C 2.3660 0.1083 1.6770 0.091
N 2.6173 0.4455 3.0499 -0.509
C 4.8553 -1.0354 4.0309 -0.168
H 4.7062 -2.5814 -3.8876 0.225
H 4.7550 -4.0982 -2.9560 0.244
H 3.1296 -0.6496 -2.7482 0.231
H 2.1269 -2.9108 0.5920 0.244
H 7.2005 -2.8517 -4.2048 0.210
H 9.4069 -2.2526 -3.2952 0.218
H 9.6522 -1.6566 -0.8929 0.237
H 5.4947 -2.3794 -0.3173 0.237
H 7.9392 -0.2599 5.1973 0.235
H 6.5828 0.2938 7.2051 0.213
H 4.1428 0.0672 7.1414 0.205
H 2.1830 0.0424 5.7242 0.209
H 2.2149 -1.7216 5.4817 0.211
H 0.9267 -2.3042 3.3793 0.192
H 3.3278 -0.2443 1.2011 0.098
H 4.3950 -1.4421 3.1438 0.225
F -0.2167 -2.5467 -0.3287 -0.550
B -0.2106 -2.7031 -1.7965 1.351
F 0.8103 -3.4829 -2.1953 -0.524
F -1.4202 -3.1908 -2.1628 -0.544
F -0.0328 -1.3784 -2.2545 -0.519
C 1.7517 1.2004 0.8127 -0.958
H 2.4981 1.6289 0.1280 0.221
H 1.4039 1.9982 1.4787 0.242
```

Its HOMO energy is -0.197 Ha. Its orbital gap is 0.195 hartree.